# C15H17N3O2

A single C15H17N3O2 molecule at a distorted geometry (wB97M-V/def2-TZVPD, the Open Molecules 2025 dataset).

```
37
Properties=species:S:1:pos:R:3:forces:R:3:lowdin_charge:R:1
C 4.1409 1.0003 -2.0507 -0.09 -0.05 0.01 -0.025
C 3.3115 0.3900 -0.9821 -0.33 -0.28 0.41 -0.294
N 2.2413 -0.3175 -1.2439 0.11 0.12 -0.81 0.129
N 1.7489 -0.7261 -0.0528 0.91 0.42 0.55 -0.017
C 0.6051 -1.4957 0.0279 -0.32 -0.65 -0.30 -0.399
O 0.2553 -2.0551 1.0369 0.11 0.10 -0.11 0.110
C -0.1324 -1.6548 -1.3026 0.00 0.33 -0.03 -0.068
N -1.5183 -1.2980 -1.0895 0.03 -0.32 -0.10 0.086
C -1.8123 -0.2384 -0.3036 -0.18 -0.11 -0.19 -0.437
O -0.9317 0.4286 0.2118 -0.03 0.31 -0.02 0.089
C -3.2611 0.0565 -0.1324 -0.28 0.14 0.18 -0.133
C -4.2265 -0.9453 -0.0983 0.13 0.08 -0.03 -0.035
C -5.5580 -0.6171 0.0839 -0.12 -0.04 -0.02 -0.081
C -5.9370 0.7075 0.2284 -0.05 -0.03 0.02 -0.085
C -4.9784 1.7073 0.2097 -0.01 0.04 0.00 -0.073
C -3.6456 1.3830 0.0382 0.14 -0.09 -0.03 -0.016
C 2.5219 -0.2558 0.9907 0.16 0.10 -0.17 -0.178
C 2.1797 -0.5175 2.4061 -0.03 -0.04 0.12 -0.005
C 3.5377 0.4682 0.4233 -0.31 -0.25 0.06 -0.178
C 4.6583 1.1965 1.0776 -0.12 -0.06 -0.04 -0.034
H 4.1663 2.0828 -1.9322 0.05 0.08 -0.06 0.082
H 5.1637 0.6305 -1.9906 0.09 0.02 -0.06 0.081
H 3.7253 0.7552 -3.0234 0.02 0.02 -0.09 0.077
H 0.3401 -1.0140 -2.0534 -0.19 -0.25 0.12 0.109
H -0.0739 -2.7005 -1.6092 0.04 0.07 0.04 0.136
H -2.2420 -1.8259 -1.5460 0.03 0.12 0.09 0.134
H -3.9406 -1.9844 -0.1773 0.03 -0.09 0.00 0.111
H -6.3031 -1.3984 0.1172 -0.05 -0.06 0.01 0.103
H -6.9785 0.9581 0.3659 -0.08 0.02 0.01 0.102
H -5.2706 2.7394 0.3343 -0.02 0.08 0.00 0.104
H -2.8824 2.1465 0.0327 0.07 0.06 0.02 0.118
H 2.2633 -1.5795 2.6325 -0.03 0.02 0.08 0.089
H 2.8404 0.0439 3.0617 0.04 0.04 0.02 0.074
H 1.1474 -0.2253 2.5920 -0.01 -0.02 0.11 0.090
H 4.6379 2.2500 0.7999 0.08 0.09 0.06 0.082
H 5.6156 0.7845 0.7579 0.10 0.03 0.06 0.082
H 4.5919 1.1202 2.1595 0.08 0.05 0.08 0.068
```
Forces are in eV/Å.

Computed properties:
Largest force on an atom = 1.14 eV Å⁻¹
Frontier orbital gap = 9.58 eV
Energy above the lowest of the compared OMol25 structures with the same formula, charge and spin = 1.0 kcal/mol
HOMO energy = -8.802 eV
E = -896.57155 hartree
SMILES = Cc1nn(C(=O)CNC(=O)c2ccccc2)c(C)c1C